## w
# C3H6N2S

C3H6N2S as an isolated structure (the ωB97M-V functional and the def2-TZVPD basis, the OMol25 dataset).

```
12
C3H6N2S the ωB97M-V functional and the def2-TZVPD basis
C -0.238 -0.033 -0.059
C 0.576 -1.071 -0.638
C 0.203 -2.320 -0.287
H 1.698 1.896 -2.001
H 2.172 0.344 -0.563
H -0.245 2.041 0.226
H 1.036 -0.684 -1.865
H -0.341 -2.534 0.769
H 0.744 -2.893 -1.008
N 1.684 1.612 -0.794
N 0.310 1.228 -0.342
S -1.391 0.156 1.144
```

Results
Gap between HOMO and LUMO, eV: 7.655
2S+1: 1
HOMO energy, eV: -8.2

The computed Löwdin charges, all in e, follow: atom 1 (C): -0.87, atom 2 (C): -0.27, atom 3 (C): 0.02, atom 4 (H): 0.15, atom 5 (H): 0.20, atom 6 (H): 0.14, atom 7 (H): 0.20, atom 8 (H): 0.13, atom 9 (H): 0.05, atom 10 (N): -0.08, atom 11 (N): -0.25, atom 12 (S): 0.58

## x
# C3H6N2S

One molecule with the formula C3H6N2S (the ωB97M-V functional and the def2-TZVPD basis, the OMol25 dataset).

```
12
C3H6N2S the ωB97M-V functional and the def2-TZVPD basis
C 2.144 -0.017 -0.016
N 0.830 -0.093 -0.298
N 0.290 -1.383 0.026
C -0.915 -1.545 -0.149
S -2.132 -0.439 -0.068
C -1.202 1.204 -0.036
H 2.710 -1.016 0.216
H 2.743 1.010 -0.043
H -1.078 -2.587 0.068
H -2.063 1.864 0.368
H -0.935 1.779 -0.981
H -0.392 1.223 0.913
```

Results
Gap between HOMO and LUMO, eV: 8.997
SMILES string: C=N/N=C\SC
2S+1: 1
HOMO energy, eV: -8.4

The computed Löwdin charges, all in e, follow: atom 1 (C): -0.03, atom 2 (N): -0.14, atom 3 (N): -0.08, atom 4 (C): -0.65, atom 5 (S): 0.88, atom 6 (C): -0.41, atom 7 (H): 0.08, atom 8 (H): 0.09, atom 9 (H): 0.07, atom 10 (H): 0.02, atom 11 (H): 0.06, atom 12 (H): 0.11

Most stable one: x, least stable one: w.

## w
# C4H12O2

A 2-piece molecular cluster, C4H12O2 overall (the ωB97M-V functional and the def2-TZVPD basis, the OMol25 dataset).

```
18
C4H12O2 the ωB97M-V functional and the def2-TZVPD basis
C 2.176 1.578 -0.478
C 0.867 1.146 0.335
C 0.304 -0.206 -0.093
C -1.226 -0.227 -0.020
O 0.724 -1.424 0.705
H 2.002 1.729 -1.517
H 2.883 0.758 -0.315
H 2.516 2.582 -0.136
H 1.112 1.381 1.424
H 0.170 1.946 0.052
H 0.672 -0.540 -1.118
H -1.615 0.268 -0.891
H -1.529 -1.210 0.016
H -1.614 0.286 0.770
H 1.156 -1.335 1.551
H -2.376 -2.857 0.084
H -3.193 -1.532 0.014
O -3.029 -2.343 -0.383
```

Results
Gap between HOMO and LUMO (alpha / beta), eV: 11.600 / 4.955
Total charge: +1
2S+1: 2
HOMO energy (alpha / beta), eV: -15.1 / -15.1

The computed Löwdin charges, all in e, follow: atom 1 (C): -0.05, atom 2 (C): -0.16, atom 3 (C): -0.23, atom 4 (C): 0.03, atom 5 (O): 0.24, atom 6 (H): 0.07, atom 7 (H): 0.08, atom 8 (H): 0.10, atom 9 (H): 0.15, atom 10 (H): 0.13, atom 11 (H): 0.21, atom 12 (H): 0.13, atom 13 (H): 0.02, atom 14 (H): 0.09, atom 15 (H): 0.15, atom 16 (H): 0.05, atom 17 (H): -0.01, atom 18 (O): 0.00

## x
# C4H12O2

A 3-piece molecular cluster, C4H12O2 overall (the ωB97M-V functional and the def2-TZVPD basis, the OMol25 dataset).

```
18
C4H12O2 the ωB97M-V functional and the def2-TZVPD basis
C 0.019 -0.391 -0.886
C 0.028 0.423 0.214
C 1.029 1.449 0.578
C -1.157 -1.287 -1.071
H 0.707 -0.245 -1.710
H -0.695 0.422 1.008
H 0.538 2.333 0.959
H 1.474 1.002 1.501
H 1.746 1.718 -0.189
H -2.089 -0.743 -0.833
H -0.981 -2.106 -0.356
H -1.271 -1.702 -2.068
H -3.103 -0.955 1.513
H -3.905 0.226 0.862
O -3.031 -0.059 1.162
H 2.475 -0.142 -0.751
H 3.302 -0.055 0.584
O 3.336 -0.064 -0.385
```

Results
Gap between HOMO and LUMO (alpha / beta), eV: 10.608 / 6.692
Total charge: +1
2S+1: 2
HOMO energy (alpha / beta), eV: -15.3 / -15.2

The computed Löwdin charges, all in e, follow: atom 1 (C): 0.03, atom 2 (C): 0.01, atom 3 (C): -0.03, atom 4 (C): -0.02, atom 5 (H): 0.14, atom 6 (H): 0.12, atom 7 (H): 0.11, atom 8 (H): 0.14, atom 9 (H): 0.09, atom 10 (H): 0.10, atom 11 (H): 0.13, atom 12 (H): 0.10, atom 13 (H): 0.06, atom 14 (H): 0.07, atom 15 (O): -0.06, atom 16 (H): -0.04, atom 17 (H): 0.06, atom 18 (O): -0.02

Most stable one: x, least stable one: w.

## w
# C6H16O3

A 4-piece molecular cluster, C6H16O3 overall (the ωB97M-V functional and the def2-TZVPD basis, the OMol25 dataset).

```
25
C6H16O3 the ωB97M-V functional and the def2-TZVPD basis
C -1.212 2.678 -1.492
C -0.096 2.023 -1.274
C -0.261 0.548 -0.960
C 0.417 -0.316 -1.699
C 0.452 -1.848 -1.427
C 0.763 -2.054 0.043
H -2.147 2.117 -1.336
H -1.448 3.678 -1.835
H 0.932 2.316 -1.143
H -0.615 0.213 -0.005
H 0.921 -0.076 -2.647
H -0.465 -2.267 -1.817
H 1.195 -2.112 -2.201
H 1.113 -1.215 0.676
H 1.342 -2.970 0.319
H -0.110 -2.319 0.588
O 1.756 1.830 1.106
H 0.847 1.718 0.823
H 1.762 2.654 1.613
O -2.472 -0.230 0.922
H -1.754 0.035 1.504
H -3.218 0.287 1.261
O 0.855 -1.250 2.799
H -0.026 -1.528 3.062
H 1.470 -1.913 3.120
```

Results
Gap between HOMO and LUMO, eV: 9.293
SMILES string: C=C/C=C/CC.O.O.O
2S+1: 1
HOMO energy, eV: -8.9

The computed Löwdin charges, all in e, follow: atom 1 (C): 0.00, atom 2 (C): -0.19, atom 3 (C): -0.16, atom 4 (C): -0.10, atom 5 (C): -0.22, atom 6 (C): -0.14, atom 7 (H): 0.07, atom 8 (H): 0.05, atom 9 (H): 0.09, atom 10 (H): 0.06, atom 11 (H): 0.11, atom 12 (H): 0.10, atom 13 (H): 0.10, atom 14 (H): 0.05, atom 15 (H): 0.08, atom 16 (H): 0.04, atom 17 (O): -0.05, atom 18 (H): -0.01, atom 19 (H): 0.05, atom 20 (O): -0.06, atom 21 (H): 0.03, atom 22 (H): 0.05, atom 23 (O): -0.06, atom 24 (H): 0.04, atom 25 (H): 0.05

## x
# C6H16O3

C6H16O3 as an isolated structure (the ωB97M-V functional and the def2-TZVPD basis, the OMol25 dataset).

```
25
C6H16O3 the ωB97M-V functional and the def2-TZVPD basis
C -1.332 0.081 -0.299
C -0.551 -1.205 0.903
C -2.738 -0.407 -0.517
C -0.785 -2.709 0.813
O -0.444 -0.052 -1.342
O -1.307 1.274 0.320
H -0.364 -1.024 -0.707
H -0.469 1.749 0.096
H 0.503 -0.956 1.070
H -1.062 -0.803 1.777
H -3.186 0.240 -1.275
H -2.739 -1.428 -0.889
H -3.319 -0.346 0.401
H -0.395 -3.219 1.697
H -0.276 -3.128 -0.059
H -1.848 -2.940 0.728
C 2.299 2.265 -0.581
C 2.687 1.062 0.269
O 0.907 2.293 -0.887
H 0.671 1.503 -1.412
H 2.504 3.195 -0.048
H 2.883 2.276 -1.509
H 3.750 1.098 0.518
H 2.493 0.131 -0.266
H 2.118 1.051 1.200
```

Results
Gap between HOMO and LUMO, eV: 9.698
2S+1: 1
HOMO energy, eV: -8.8

The computed Löwdin charges, all in e, follow: atom 1 (C): -0.64, atom 2 (C): -0.17, atom 3 (C): 0.00, atom 4 (C): -0.13, atom 5 (O): -0.07, atom 6 (O): 0.06, atom 7 (H): 0.17, atom 8 (H): 0.09, atom 9 (H): 0.08, atom 10 (H): 0.09, atom 11 (H): 0.10, atom 12 (H): 0.08, atom 13 (H): 0.10, atom 14 (H): 0.07, atom 15 (H): 0.07, atom 16 (H): 0.07, atom 17 (C): -0.29, atom 18 (C): -0.09, atom 19 (O): -0.11, atom 20 (H): 0.07, atom 21 (H): 0.11, atom 22 (H): 0.11, atom 23 (H): 0.07, atom 24 (H): 0.07, atom 25 (H): 0.07

Most stable one: x, least stable one: w.

## w
# C12H13N2

C12H13N2 as an isolated structure (the ωB97M-V functional and the def2-TZVPD basis, the OMol25 dataset).

```
27
C12H13N2 the ωB97M-V functional and the def2-TZVPD basis
C -3.185 -0.792 0.429
C -1.855 -1.222 0.576
C -0.728 0.928 1.257
C 0.690 1.422 1.087
C -3.463 0.288 -0.330
C 0.627 2.145 -0.121
C -0.768 -0.329 0.510
C -1.261 1.285 -0.072
C 1.462 0.394 0.279
C 0.544 -0.555 -0.030
C 2.880 0.530 -0.083
C 0.670 -1.780 -0.867
N -0.450 2.025 -0.807
N -2.504 1.171 -0.603
H -3.978 -1.483 0.682
H -1.665 -2.244 0.874
H -1.269 1.211 2.122
H 1.210 1.780 2.097
H -4.575 0.578 -0.613
H 1.426 2.659 -0.638
H 3.530 1.156 0.587
H 3.023 1.062 -1.084
H 3.411 -0.424 -0.180
H -0.225 -1.756 -1.449
H 0.835 -2.486 -0.072
H 1.512 -1.717 -1.464
H -2.643 1.812 -1.389
```

Results
Gap between HOMO and LUMO (alpha / beta), eV: 7.783 / 7.783
Total charge: +1
2S+1: 1
HOMO energy (alpha / beta), eV: -12.5 / -12.5

The computed Löwdin charges, all in e, follow: atom 1 (C): -0.03, atom 2 (C): 0.07, atom 3 (C): -0.03, atom 4 (C): -0.14, atom 5 (C): -0.04, atom 6 (C): -0.10, atom 7 (C): -0.17, atom 8 (C): -0.32, atom 9 (C): -0.19, atom 10 (C): -0.17, atom 11 (C): -0.02, atom 12 (C): 0.03, atom 13 (N): 0.18, atom 14 (N): 0.15, atom 15 (H): 0.12, atom 16 (H): 0.14, atom 17 (H): 0.17, atom 18 (H): 0.22, atom 19 (H): 0.19, atom 20 (H): 0.15, atom 21 (H): 0.11, atom 22 (H): 0.12, atom 23 (H): 0.09, atom 24 (H): 0.10, atom 25 (H): 0.11, atom 26 (H): 0.07, atom 27 (H): 0.19

## x
# C12H13N2

An isolated ion of composition C12H13N2 and charge +1 (the ωB97M-V functional and the def2-TZVPD basis, the OMol25 dataset).

```
27
C12H13N2 the ωB97M-V functional and the def2-TZVPD basis
C 4.490 0.418 0.228
C 4.097 -0.825 -0.240
C 3.555 1.424 0.558
C 2.769 -1.093 -0.358
C 2.162 1.144 0.506
C 1.811 -0.114 0.020
C -3.297 1.273 0.381
C -3.131 0.396 1.298
C -2.822 0.887 -1.022
C -2.641 -0.878 1.365
C -2.190 -1.294 -0.050
C -1.704 -0.204 -0.928
N -0.359 0.401 -0.652
N 0.497 -0.437 -0.211
H 5.512 0.493 0.276
H 4.799 -1.516 -0.663
H 3.869 2.285 1.074
H 2.314 -1.876 -0.888
H 1.532 1.984 1.030
H -3.714 2.242 0.287
H -3.621 0.389 -1.385
H -2.575 1.746 -1.674
H -1.832 -1.052 1.990
H -3.577 -1.408 1.724
H -1.325 -2.108 -0.110
H -3.051 -1.721 -0.550
H -1.569 -0.553 -2.005
```

Results
Gap between HOMO and LUMO (alpha / beta), eV: 4.836 / 4.837
Total charge: +1
2S+1: 1
HOMO energy (alpha / beta), eV: -11.8 / -11.8

The computed Löwdin charges, all in e, follow: atom 1 (C): -0.05, atom 2 (C): -0.07, atom 3 (C): -0.04, atom 4 (C): -0.01, atom 5 (C): -0.02, atom 6 (C): -0.29, atom 7 (C): 0.04, atom 8 (C): 0.19, atom 9 (C): -0.06, atom 10 (C): -0.12, atom 11 (C): -0.11, atom 12 (C): -0.32, atom 13 (N): 0.10, atom 14 (N): 0.05, atom 15 (H): 0.08, atom 16 (H): 0.11, atom 17 (H): 0.09, atom 18 (H): 0.10, atom 19 (H): 0.15, atom 20 (H): 0.14, atom 21 (H): 0.09, atom 22 (H): 0.15, atom 23 (H): 0.12, atom 24 (H): 0.18, atom 25 (H): 0.18, atom 26 (H): 0.13, atom 27 (H): 0.19

Most stable one: w, least stable one: x.

## w
# C5H11NO3

One molecule with the formula C5H11NO3 (the ωB97M-V functional and the def2-TZVPD basis, the OMol25 dataset).

```
20
C5H11NO3 the ωB97M-V functional and the def2-TZVPD basis
C 0.347 2.197 0.482
C -0.981 1.235 0.035
C -0.469 -0.083 -0.417
N -0.152 -0.176 -1.780
O 0.803 -0.258 0.594
C 1.791 -1.229 0.397
C -1.224 -1.323 0.027
O -1.042 -2.413 -0.462
O -2.058 -1.117 1.050
H 0.945 2.373 -0.410
H 0.946 1.863 1.321
H -0.161 3.117 0.762
H -1.508 1.749 -0.765
H -1.580 1.146 0.938
H 0.074 -1.122 -2.067
H 0.539 0.495 -2.086
H 2.384 -1.017 -0.503
H 1.354 -2.232 0.290
H 2.437 -1.241 1.278
H -2.446 -1.967 1.317
```

Results
Gap between HOMO and LUMO, eV: 10.423
SMILES string: CC[C@@](N)(OC)C(=O)O
2S+1: 1
HOMO energy, eV: -9.7

The computed Löwdin charges, all in e, follow: atom 1 (C): -0.04, atom 2 (C): -0.09, atom 3 (C): -0.41, atom 4 (N): 0.14, atom 5 (O): -0.21, atom 6 (C): -0.13, atom 7 (C): -0.46, atom 8 (O): 0.11, atom 9 (O): 0.13, atom 10 (H): 0.06, atom 11 (H): 0.06, atom 12 (H): 0.05, atom 13 (H): 0.11, atom 14 (H): 0.10, atom 15 (H): 0.10, atom 16 (H): 0.10, atom 17 (H): 0.08, atom 18 (H): 0.08, atom 19 (H): 0.09, atom 20 (H): 0.14

## x
# C5H11NO3

C5H11NO3 as an isolated structure (the ωB97M-V functional and the def2-TZVPD basis, the OMol25 dataset).

```
20
C5H11NO3 the ωB97M-V functional and the def2-TZVPD basis
C -0.004 -0.426 0.419
C 2.248 -1.336 0.861
C -1.842 0.435 -1.859
N 1.132 -0.108 -0.189
C -1.002 0.999 -0.756
C -0.943 2.299 -0.481
O -0.591 -1.639 0.256
O -0.194 0.038 1.684
O 2.446 -0.816 2.120
H -1.447 -1.602 0.710
H 0.410 0.799 1.748
H 1.709 -1.104 2.679
H 1.143 -0.513 -1.120
H 1.836 -2.345 0.844
H 3.156 -1.260 0.272
H -2.501 -0.355 -1.484
H -1.229 0.005 -2.656
H -2.501 1.192 -2.313
H -0.215 2.710 0.215
H -1.611 3.028 -0.950
```

Results
Gap between HOMO and LUMO, eV: 7.951
2S+1: 1
HOMO energy, eV: -7.4

The computed Löwdin charges, all in e, follow: atom 1 (C): -0.69, atom 2 (C): -0.10, atom 3 (C): -0.13, atom 4 (N): 0.13, atom 5 (C): -0.22, atom 6 (C): -0.03, atom 7 (O): 0.07, atom 8 (O): 0.05, atom 9 (O): -0.04, atom 10 (H): 0.13, atom 11 (H): 0.12, atom 12 (H): 0.10, atom 13 (H): 0.11, atom 14 (H): 0.10, atom 15 (H): 0.09, atom 16 (H): 0.06, atom 17 (H): 0.07, atom 18 (H): 0.07, atom 19 (H): 0.04, atom 20 (H): 0.05

Most stable one: w, least stable one: x.